No. 1
Formula: C4H13NO2
Source: the Open Molecules 2025 dataset
Level of theory: wB97M-V/def2-TZVPD

CARTESIAN COORDINATES (ANGSTROEM)
N: 0.218 1.056 -0.627
C: 0.985 -0.012 -1.169
C: 1.293 -0.989 -0.063
C: 1.238 -0.120 1.250
C: 0.653 1.276 0.743
H: -0.831 0.868 -0.635
H: 0.448 -0.615 -1.981
H: 1.992 0.390 -1.587
H: 0.526 -1.881 0.070
H: 2.272 -1.541 -0.189
H: 0.581 -0.485 2.029
H: 2.243 -0.016 1.727
H: -0.052 1.827 1.399
H: 1.324 2.104 0.722
H: -1.150 -1.634 1.202
H: -2.280 -2.358 0.654
O: -1.955 -1.507 0.753
H: -2.437 1.923 -1.611
H: -2.589 0.665 -0.958
O: -2.476 1.049 -1.731

Forces on the atoms, in the same order (eV/Å):
-3.2006 0.6270 0.4462
0.9447 -1.2512 -2.1322
-0.1744 -2.4537 2.1924
0.6858 1.2238 -0.3016
0.3501 -0.1657 0.4441
2.4615 0.0332 -0.3367
0.6613 1.4167 0.7497
-1.6031 -0.5855 0.4847
1.2563 1.9068 -0.7057
-0.8799 0.8406 0.1546
-0.1639 -0.4377 0.0427
-0.7257 0.0448 -0.4433
-0.6768 -1.2751 -0.3431
1.8014 0.0842 -0.1521
1.6468 0.0547 0.8733
-1.2474 -2.5254 -0.4526
-0.5449 2.6039 -0.4479
0.2568 5.3243 0.6644
-1.1790 -2.9916 5.7311
0.3310 -2.4742 -6.4680

Calculated values
Gap between HOMO and LUMO ... 9.251 eV
LUMO energy ... 0.686 eV
HOMO level ... -0.31477 Eh
E ... -365.3707 Eh
Relative energy (zero: lowest compared OMol25 entry of this formula, charge and spin) ... 188.44 kJ/mol
Structure (SMILES) ... C1CCNC1.O.O
Molar mass ... 107.15 g mol⁻¹

Here are the Mulliken charges for atoms 1 to 6, given in e: -0.28 -0.49 -0.35 -0.55 -0.58 0.08



No. 2
Formula: C25H45F6N3O4PReS3
Source: the Open Molecules 2025 dataset
Level of theory: wB97M-V/def2-TZVPD

CARTESIAN COORDINATES (ANGSTROEM)
Re: 0.217 0.410 0.086
F: -0.041 -1.302 4.559
C: 0.305 -0.047 4.476
F: 1.485 0.184 4.981
F: -0.607 0.762 4.923
S: 0.490 0.347 2.612
O: -0.758 -0.107 1.865
O: 0.688 1.747 2.322
N: 1.601 -0.622 1.997
S: 2.827 -0.178 1.084
O: 3.477 -1.301 0.526
O: 2.170 0.765 0.046
C: 4.088 0.921 1.985
F: 4.555 0.180 2.954
F: 4.994 1.229 1.102
F: 3.459 1.978 2.438
C: 1.304 -4.232 0.815
N: 0.379 -3.346 0.088
C: -0.972 -3.277 0.661
C: 0.756 -2.643 -0.962
S: -0.173 -1.118 -1.395
N: 1.724 -2.978 -1.785
C: 2.158 -4.378 -1.967
C: 2.344 -2.027 -2.722
H: 1.143 -4.056 1.878
H: 2.332 -3.983 0.569
H: 1.104 -5.280 0.602
H: -1.285 -4.292 0.900
H: -1.683 -2.870 -0.052
H: -0.971 -2.688 1.578
H: 1.405 -5.058 -1.583
H: 3.118 -4.559 -1.486
H: 2.262 -4.542 -3.038
H: 2.403 -1.032 -2.290
H: 1.798 -2.008 -3.665
H: 3.359 -2.368 -2.913
C: -4.101 4.236 1.053
C: -4.221 2.706 0.971
C: -2.869 2.063 0.614
C: -2.102 3.019 -0.315
C: -1.617 4.218 0.520
C: -2.710 4.646 1.525
P: -0.829 2.167 -1.301
C: -1.672 1.457 -2.768
C: -2.107 2.552 -3.795
C: -3.441 2.213 -4.468
C: -3.528 0.746 -4.867
C: -3.330 -0.181 -3.646
C: -2.896 0.598 -2.404
C: 0.633 3.181 -1.764
C: 1.465 3.712 -0.582
C: 2.873 4.028 -1.098
C: 2.814 4.749 -2.460
C: 1.459 5.418 -2.652
C: 0.328 4.378 -2.713
H: -4.861 4.629 1.726
H: -4.305 4.688 0.079
H: -4.967 2.426 0.225
H: -4.563 2.298 1.923
H: -3.026 1.068 0.185
H: -2.270 1.936 1.522
H: -2.792 3.370 -1.093
H: -1.357 5.048 -0.138
H: -0.713 3.945 1.070
H: -2.657 5.724 1.672
H: -2.513 4.195 2.501
H: -0.921 0.812 -3.240
H: -1.331 2.638 -4.553
H: -2.195 3.531 -3.325
H: -3.551 2.853 -5.344
H: -4.272 2.469 -3.807
H: -2.780 0.530 -5.633
H: -4.496 0.554 -5.327
H: -2.564 -0.931 -3.866
H: -4.244 -0.731 -3.422
H: -2.703 -0.096 -1.582
H: -3.701 1.250 -2.058
H: 1.252 2.458 -2.319
H: 1.514 3.033 0.269
H: 0.994 4.620 -0.209
H: 3.444 3.099 -1.191
H: 3.388 4.642 -0.359
H: 2.988 4.043 -3.277
H: 3.611 5.487 -2.526
H: 1.441 5.998 -3.575
H: 1.279 6.130 -1.844
H: 0.234 4.007 -3.731
H: -0.619 4.853 -2.452

Forces on the atoms, in the same order (eV/Å):
-0.6200 0.1698 -0.1026
0.0025 0.0023 0.0202
-0.0127 -0.0624 -0.0508
-0.0183 -0.0010 0.0020
-0.0147 0.0035 0.0120
0.0942 0.2247 -0.3767
0.1454 0.1849 -0.2017
0.0580 -0.0107 0.2658
0.3267 -0.2286 0.6235
-0.0756 -0.0606 0.0227
0.0204 -0.0017 -0.0222
-0.1384 -0.0321 -0.1084
0.0008 0.0159 0.0323
0.0061 0.0279 -0.0187
0.0019 0.0027 -0.0028
0.0270 -0.0203 -0.0093
0.0143 -0.0064 0.0622
-0.0125 0.0659 0.0137
-0.0115 -0.0264 -0.0085
-0.0103 0.0025 -0.0064
0.0901 -0.2140 -0.3236
-0.0404 0.0073 0.0164
-0.0077 -0.0493 -0.0483
0.0480 0.0043 -0.0174
0.0029 -0.0010 -0.0020
-0.0124 -0.0004 0.0265
-0.0016 0.0052 0.0137
-0.0014 -0.0011 -0.0075
-0.0053 0.0118 -0.0013
0.0136 -0.0057 0.0047
0.0180 0.0170 -0.0374
-0.0048 0.0134 -0.0071
0.0005 0.0041 -0.0038
-0.0137 0.0107 -0.0023
0.0015 -0.0037 0.0085
0.0118 0.0004 0.0074
-0.0079 0.0167 -0.0003
-0.0031 -0.0083 -0.0051
-0.0144 -0.0477 0.0119
0.0486 0.0366 0.0372
-0.0074 0.0067 0.0140
0.0060 0.0088 -0.0080
0.0742 -0.0111 0.1065
-0.0151 0.0113 0.0130
0.0494 0.0045 0.0102
-0.0301 0.0107 -0.0073
-0.0103 -0.0079 0.0008
0.0089 -0.0224 -0.0057
0.0465 -0.0246 0.0316
-0.0161 -0.0003 -0.0195
-0.0148 -0.0170 0.0452
0.0075 -0.0127 -0.0018
0.0124 0.0056 0.0108
0.0130 0.0182 -0.0146
-0.0245 -0.0587 -0.0356
-0.0013 0.0018 -0.0045
0.0002 0.0004 0.0007
-0.0018 -0.0037 0.0022
0.0027 -0.0004 -0.0021
0.0072 0.0484 0.0413
-0.0093 0.0089 0.0001
-0.0058 -0.0056 -0.0135
-0.0078 -0.0036 -0.0046
0.0060 0.0132 -0.0055
0.0081 -0.0023 0.0105
-0.0029 -0.0054 -0.0025
-0.0358 0.0135 -0.0308
0.0331 0.0232 -0.0095
0.0099 0.0304 0.0398
-0.0015 -0.0001 0.0018
0.0043 0.0053 -0.0036
0.0251 0.0192 0.0126
0.0193 -0.0221 -0.0269
-0.0280 -0.0261 -0.0018
-0.0116 0.0370 0.0206
0.0553 -0.0557 -0.0007
-0.0006 -0.0174 0.0032
0.0163 0.0054 0.0011
-0.0114 -0.0028 0.0200
-0.0069 -0.0016 0.0015
0.0179 0.0073 0.0111
-0.0199 0.0144 0.0016
-0.0100 -0.0065 0.0016
0.0129 -0.0148 -0.0118
-0.0023 -0.0022 0.0019
-0.0049 0.0011 -0.0037
-0.0385 -0.0132 -0.0363
-0.0235 -0.0035 0.0303

Calculated values
Gap between HOMO and LUMO (spin up / spin down) ... 6.497 / 6.460 eV
LUMO energy (spin up / spin down) ... -11.217 / -11.251 eV
HOMO level (spin up / spin down) ... -0.65098 / -0.65086 Eh
E ... -3657.1251 Eh
Relative energy (zero: lowest compared OMol25 entry of this formula, charge and spin) ... 44.45 kJ/mol
Molar mass ... 879.02 g mol⁻¹
Net charge ... +3
Multiplicity ... 2

Here are the Mulliken charges for atoms 1 to 6, given in e: 1.87 -0.13 0.66 -0.13 -0.13 0.77



No. 3
Formula: C5H17NO2
Source: the Open Molecules 2025 dataset
Level of theory: wB97M-V/def2-TZVPD

CARTESIAN COORDINATES (ANGSTROEM)
C: -0.280 -0.486 0.610
C: -0.169 0.786 -0.269
C: 0.905 -0.839 1.539
N: 2.071 -1.445 0.853
C: 2.823 -0.401 0.204
C: 2.924 -2.150 1.831
H: -0.385 -1.219 -0.182
H: -1.111 -0.608 1.336
H: 0.125 1.626 0.380
H: 0.266 0.576 -1.234
H: -1.190 1.215 -0.434
H: 0.495 -1.622 2.199
H: 1.106 0.009 2.202
H: 3.346 0.357 0.816
H: 2.240 0.334 -0.350
H: 3.490 -0.832 -0.557
H: 3.796 -1.594 2.191
H: 2.454 -2.492 2.769
H: 3.272 -3.145 1.469
H: -5.694 1.348 0.033
H: -6.074 1.329 -1.399
O: -6.381 1.683 -0.552
H: -3.310 2.754 -3.931
H: -1.993 2.576 -5.016
O: -2.727 2.240 -4.508

Forces on the atoms, in the same order (eV/Å):
0.6152 -0.1565 -0.2591
-2.6433 0.9700 2.2500
-0.7491 -1.3247 -0.5515
-0.3317 0.9493 1.7612
0.6951 0.9605 -1.4127
0.3782 -1.4803 0.3656
-0.1130 -1.0000 0.4974
-0.1614 0.8336 -0.9786
1.3299 -0.1040 -0.7166
0.5561 0.4897 0.1149
0.3140 -0.8986 -0.4709
0.3071 0.2027 -0.1771
0.4848 0.2666 -0.0866
0.4421 -0.8468 0.6617
-0.7673 -0.6979 -0.2389
0.1898 0.1362 0.4727
0.0164 0.2408 -0.3800
-0.6551 0.6453 -0.4362
0.0869 0.8166 -0.4178
-0.1046 0.1178 0.3387
-0.3547 0.1946 0.0040
0.4682 -0.3237 -0.3507
1.1586 0.6596 -0.7834
-0.2877 1.1752 0.4866
-0.8746 -1.8262 0.3072

Calculated values
Gap between HOMO and LUMO ... 9.193 eV
LUMO energy ... 0.413 eV
HOMO level ... -0.32266 Eh
E ... -405.8549 Eh
Relative energy (zero: lowest compared OMol25 entry of this formula, charge and spin) ... 229.93 kJ/mol
Structure (SMILES) ... CCCN(C)C.O.O
Molar mass ... 123.20 g mol⁻¹

Here are the Mulliken charges for atoms 1 to 6, given in e: -0.51 -1.26 -0.48 -0.03 -1.01 -0.99